(1)
{
  "formula": "C29H30Br5N3O6SSn",
  "method": "ωB97M-V/def2-TZVPD",
  "homo_energy_ev": -1.1,
  "charge": -2,
  "orbital_gap_ha": 0.190,
  "e_above_lowest_kcal_mol": 2.28,
  "total_energy_ev": -414196.7004,
  "e_lumo_ha": 0.1493,
  "multiplicity": 1,
  "elements": ["Sn", "C", "N", "C", "C", "C", "C", "C", "C", "C", "C", "H", "H", "H", "H", "H", "H", "H", "H", "H", "H", "H", "H", "Br", "C", "C", "Br", "C", "Br", "C", "O", "C", "O", "C", "Br", "O", "C", "C", "C", "C", "C", "C", "C", "C", "N", "H", "H", "H", "H", "H", "H", "H", "H", "H", "H", "H", "Br", "C", "C", "C", "C", "C", "N", "H", "H", "H", "H", "C", "S", "O", "O", "O", "H", "H", "H"],
  "xyz": [[0.177, -0.442, -0.391], [3.100, -2.958, -1.946], [2.623, -2.569, -0.635], [3.723, -2.180, 0.230], [1.815, -3.621, -0.060], [1.070, -3.217, 1.190], [0.865, -4.196, 2.160], [0.091, -3.937, 3.289], [-0.487, -2.682, 3.431], [-0.277, -1.722, 2.441], [0.509, -1.938, 1.316], [3.729, -3.867, -1.889], [3.698, -2.156, -2.382], [2.254, -3.147, -2.608], [4.473, -2.991, 0.311], [3.350, -1.949, 1.227], [4.199, -1.283, -0.160], [2.427, -4.521, 0.152], [1.070, -3.904, -0.811], [1.310, -5.179, 2.028], [-0.072, -4.710, 4.032], [-1.108, -2.455, 4.291], [-0.761, -0.753, 2.568], [4.387, 0.759, -6.052], [3.721, 0.713, -4.271], [4.373, 1.379, -3.254], [5.958, 2.371, -3.593], [3.847, 1.332, -1.944], [4.711, 2.193, -0.485], [2.668, 0.648, -1.632], [2.146, 0.589, -0.461], [1.997, -0.065, -2.699], [0.934, -0.730, -2.389], [2.544, -0.012, -3.978], [1.603, -0.984, -5.307], [-0.033, 2.789, -2.340], [-1.330, 2.304, -2.678], [-2.372, 3.414, -2.721], [-2.597, 4.147, -1.387], [-3.379, 3.295, -0.425], [-4.771, 3.357, -0.366], [-5.448, 2.477, 0.461], [-4.723, 1.557, 1.196], [-3.341, 1.575, 1.082], [-2.679, 2.432, 0.310], [0.266, 3.373, -3.044], [-1.566, 1.547, -1.928], [-1.307, 1.794, -3.645], [-3.323, 2.977, -3.047], [-2.075, 4.139, -3.489], [-3.146, 5.075, -1.569], [-1.631, 4.393, -0.939], [-5.306, 4.073, -0.978], [-6.531, 2.497, 0.513], [-5.207, 0.820, 1.823], [-2.732, 0.853, 1.612], [1.001, 3.555, 0.824], [0.789, 2.796, 2.541], [0.306, 3.591, 3.579], [0.189, 3.014, 4.827], [0.556, 1.685, 4.996], [1.009, 0.989, 3.891], [1.117, 1.529, 2.672], [0.036, 4.620, 3.393], [-0.185, 3.597, 5.660], [0.484, 1.194, 5.958], [1.290, -0.055, 3.964], [-2.563, -4.025, 0.335], [-2.476, -2.791, -0.940], [-1.011, -2.619, -1.121], [-3.129, -3.380, -2.099], [-3.120, -1.606, -0.392], [-1.897, -4.847, 0.075], [-3.596, -4.370, 0.397], [-2.239, -3.585, 1.281]],
  "forces_ev_per_a": [[-0.546, 0.490, 0.326], [-0.020, 0.067, 0.066], [0.146, 0.063, 0.055], [-0.184, -0.095, -0.084], [-0.052, -0.009, -0.058], [-0.018, -0.183, 0.110], [-0.006, 0.093, 0.132], [-0.002, 0.085, -0.094], [0.105, -0.095, -0.088], [-0.030, 0.246, 0.217], [0.274, -0.459, -0.390], [0.019, -0.040, -0.044], [0.003, -0.001, 0.027], [0.000, 0.021, 0.029], [0.033, 0.010, 0.035], [-0.044, 0.016, -0.012], [0.074, 0.039, -0.063], [0.046, -0.042, 0.016], [-0.007, 0.031, 0.026], [-0.007, 0.008, 0.008], [0.012, -0.004, 0.017], [-0.008, -0.005, 0.012], [-0.058, -0.007, -0.092], [-0.036, 0.003, 0.064], [-0.070, -0.059, 0.072], [-0.058, -0.021, 0.094], [-0.028, -0.023, -0.020], [-0.069, -0.050, 0.016], [-0.032, -0.025, -0.042], [0.226, 0.043, -0.169], [0.139, -0.075, 0.303], [0.182, 0.082, -0.017], [-0.064, -0.243, -0.325], [-0.024, 0.038, 0.011], [0.035, 0.002, -0.031], [-0.139, 0.141, 0.032], [0.111, -0.079, 0.081], [-0.069, 0.017, 0.019], [0.013, -0.047, 0.008], [0.066, 0.002, 0.013], [0.004, 0.013, -0.050], [-0.055, 0.002, -0.013], [-0.015, -0.014, 0.000], [0.120, -0.020, -0.051], [-0.064, -0.019, 0.040], [0.060, -0.097, -0.057], [-0.021, 0.118, 0.031], [0.026, -0.032, -0.053], [0.015, 0.022, -0.063], [-0.015, 0.023, 0.030], [0.029, 0.021, -0.029], [-0.025, -0.029, -0.021], [0.009, -0.007, 0.011], [0.008, 0.004, 0.005], [0.006, -0.002, -0.002], [0.037, -0.051, 0.015], [-0.067, -0.015, 0.006], [0.018, -0.102, -0.061], [0.000, 0.046, -0.066], [-0.019, -0.007, 0.074], [-0.026, 0.040, 0.031], [0.062, -0.029, -0.214], [0.010, 0.082, 0.226], [0.000, -0.007, 0.001], [-0.001, -0.001, 0.005], [-0.001, 0.008, -0.006], [-0.017, -0.003, -0.022], [-0.081, -0.138, 0.273], [0.795, 0.031, -0.108], [-0.471, 0.175, -0.143], [-0.018, 0.065, 0.092], [-0.164, -0.023, -0.033], [-0.077, 0.015, -0.064], [0.041, -0.008, 0.072], [-0.015, 0.000, -0.117]]
}



(2)
{
  "formula": "C4H31N2O9",
  "method": "ωB97M-V/def2-TZVPD",
  "homo_energy_ev": -11.8,
  "charge": 1,
  "orbital_gap_ha": 0.332,
  "e_above_lowest_kcal_mol": 116.91,
  "total_energy_ev": -26050.9286,
  "e_lumo_ha": -0.1032,
  "multiplicity": 1,
  "elements": ["C", "N", "C", "N", "C", "C", "H", "H", "H", "H", "H", "H", "H", "H", "H", "H", "H", "H", "H", "H", "H", "O", "H", "H", "O", "H", "H", "O", "H", "H", "O", "H", "H", "O", "H", "H", "O", "H", "H", "O", "H", "H", "O", "H", "H", "O"],
  "xyz": [[-0.863, -0.471, 2.833], [-0.894, -1.879, 2.280], [-2.093, 0.346, 2.361], [-1.963, 0.502, 0.756], [-3.052, -0.343, 0.188], [-2.520, -1.799, -0.022], [-0.894, -0.565, 3.956], [0.127, -0.008, 2.565], [0.091, -2.368, 2.262], [-1.702, -2.396, 2.576], [-3.111, -0.155, 2.481], [-1.989, 1.416, 2.748], [-2.055, 1.507, 0.526], [-0.912, 0.062, 0.452], [-3.401, 0.095, -0.770], [-3.987, -0.368, 0.811], [-2.514, -2.010, -1.043], [-1.499, -2.013, 0.397], [-3.224, -2.683, 0.387], [3.536, 0.165, -1.967], [2.724, -0.687, -2.838], [2.666, 0.118, -2.409], [0.855, 0.089, -1.014], [-0.233, 0.970, -1.493], [-0.144, 0.122, -1.038], [1.029, 3.147, -2.532], [1.888, 1.900, -2.671], [1.075, 2.250, -2.943], [2.733, 2.427, 1.773], [3.923, 1.756, 1.190], [3.011, 1.693, 1.512], [0.386, -2.558, -2.114], [-0.285, -3.433, -3.067], [-0.232, -3.280, -2.112], [-1.092, 3.322, -0.502], [0.119, 3.243, 0.378], [-0.704, 2.844, 0.241], [3.622, -1.397, 0.611], [4.100, -1.886, -0.860], [4.188, -1.216, -0.150], [-2.512, 1.733, -3.597], [-1.037, 2.201, -3.437], [-1.953, 2.468, -3.244], [2.743, -0.265, 1.795], [3.348, -1.444, 2.717], [2.705, -1.153, 2.025]],
  "forces_ev_per_a": [[-0.132, -1.826, 0.955], [3.316, 1.233, 0.039], [1.089, 0.893, -1.530], [0.656, -1.629, 2.570], [-0.612, -1.190, -0.932], [-1.273, -1.708, 1.526], [0.006, 0.643, -0.887], [-1.138, -0.253, 0.102], [-3.040, 1.163, 0.524], [0.331, -0.491, 0.313], [1.659, 0.906, 0.476], [-0.616, -1.596, -0.226], [0.480, -0.973, 0.058], [-3.230, 1.843, -0.019], [0.546, -0.260, 0.404], [1.153, 0.441, -0.240], [0.212, -0.223, -1.794], [-1.386, 0.599, -0.604], [1.339, 2.283, -0.463], [-0.512, 0.077, 0.165], [-0.140, -2.562, -1.714], [0.717, 2.415, 1.804], [-1.160, -0.374, -0.112], [-0.373, 0.246, -0.153], [2.301, -0.205, -0.101], [0.091, -0.957, -0.698], [1.991, -1.226, 0.411], [-2.428, 2.320, 0.211], [-3.430, 9.983, 3.599], [-0.417, 0.202, 0.204], [3.888, -10.274, -3.859], [0.408, 0.707, 0.512], [-0.327, -0.394, 0.255], [-0.139, -0.293, -0.762], [-0.108, 0.070, -0.085], [1.948, 0.934, 0.469], [-1.824, -0.541, -0.588], [-0.375, -0.621, -0.089], [-0.080, 0.379, 1.209], [0.722, 0.092, -1.586], [0.725, 0.984, 0.374], [-0.282, 0.071, -0.104], [-0.260, -1.103, -0.143], [0.553, 3.076, 0.096], [-0.777, 1.049, -0.854], [-0.075, -3.909, 1.268]]
}